Record 1
{"formula": "C12H34BaN2O14S2", "method": "the ωB97M-V functional and the def2-TZVPD basis", "species": ["Ba", "S", "O", "O", "O", "O", "S", "O", "O", "O", "O", "C", "C", "O", "O", "H", "H", "H", "H", "H", "H", "C", "C", "O", "O", "H", "H", "H", "H", "H", "H", "C", "C", "C", "O", "C", "N", "H", "H", "H", "H", "H", "H", "H", "H", "H", "H", "H", "C", "C", "C", "O", "C", "N", "H", "H", "H", "H", "H", "H", "H", "H", "H", "H", "H"], "xyz": [[-12.13660, 15.08562, -18.91070], [-14.84697, 17.35981, -24.74305], [-13.91903, 16.60605, -23.81877], [-13.98973, 17.99920, -25.73489], [-15.83472, 16.47797, -25.41262], [-15.54006, 18.40927, -23.99755], [-16.44473, 10.01415, -19.93128], [-15.64861, 10.91725, -19.08581], [-17.59198, 9.47656, -19.21484], [-16.76580, 10.64410, -21.19289], [-15.74575, 8.72396, -20.19160], [-9.20724, 17.77960, -13.95045], [-10.61063, 17.96092, -13.38621], [-11.49699, 16.85453, -13.68233], [-9.26929, 17.77593, -15.40103], [-8.91799, 16.77020, -13.65799], [-8.48956, 18.54135, -13.64587], [-11.08342, 18.89156, -13.70005], [-10.58381, 18.19552, -12.32210], [-12.10035, 16.86434, -12.93570], [-8.55616, 18.36335, -15.66174], [-8.34960, 12.29048, -22.50096], [-7.91442, 13.74053, -22.75916], [-7.89439, 14.47625, -21.56422], [-9.61686, 12.07049, -21.92039], [-7.61028, 11.79743, -21.86977], [-8.29096, 11.73032, -23.43417], [-8.67072, 14.12570, -23.44308], [-6.95911, 13.71097, -23.28319], [-7.83762, 15.41482, -21.75777], [-9.98875, 11.31364, -22.37916], [-7.59676, 9.44050, -14.60781], [-8.29691, 9.65039, -16.00748], [-8.59243, 8.29661, -16.58785], [-7.47160, 7.44360, -16.61919], [-7.30569, 6.67304, -17.79634], [-9.47408, 10.51534, -15.74841], [-7.64597, 10.31670, -13.96132], [-6.56175, 9.09897, -14.59310], [-8.06894, 8.63961, -14.03885], [-7.56495, 10.19428, -16.60457], [-9.02825, 8.50547, -17.56486], [-9.39644, 7.74162, -16.10448], [-6.88926, 7.22657, -18.63794], [-8.21205, 6.24320, -18.22278], [-6.55791, 5.94014, -17.49338], [-9.27200, 11.17121, -15.00740], [-10.33101, 10.03659, -15.51057], [-14.81200, 22.13323, -18.58669], [-14.71561, 20.66719, -18.26778], [-16.04326, 19.90134, -18.10179], [-15.87450, 18.49100, -17.82678], [-17.12195, 17.78151, -17.64466], [-13.95040, 20.03280, -19.35163], [-15.53458, 22.62932, -17.93872], [-15.13054, 22.16263, -19.62869], [-13.89009, 22.69544, -18.43798], [-14.16300, 20.47230, -17.34869], [-16.72138, 20.06530, -18.93927], [-16.51939, 20.30178, -17.20678], [-17.01211, 16.71472, -17.44973], [-17.72601, 17.88976, -18.54548], [-17.61019, 18.17900, -16.75487], [-13.28339, 20.67699, -19.75189], [-14.64719, 19.85777, -20.06152]], "forces_ev_per_a": [[-0.4, -0.1, -0.5], [-0.4, -1.3, -0.8], [-0.5, 0.0, 0.2], [1.1, 0.6, -1.1], [0.7, 0.1, 0.7], [-0.5, 0.7, 1.3], [1.2, -0.9, -0.2], [0.3, 0.2, 0.5], [-2.1, 0.4, 1.2], [-0.5, 0.6, -0.8], [1.4, -0.3, -0.4], [-1.3, -0.9, -1.0], [-0.5, 0.9, 0.1], [1.1, 0.8, 0.5], [0.3, 0.3, 0.7], [0.5, 0.1, 0.2], [-0.2, -0.1, 0.5], [0.1, 0.1, -1.0], [0.4, -0.8, 0.5], [-0.3, -0.4, -0.2], [-0.1, -0.1, -0.4], [1.1, -0.5, 0.2], [-1.6, -1.0, -0.4], [0.3, 0.0, 0.5], [-0.2, 0.6, -0.1], [0.3, 0.1, 0.3], [0.1, 0.3, -0.4], [0.0, 0.4, -0.2], [0.3, 0.0, 0.1], [0.0, 0.0, -0.1], [-0.3, 0.1, 0.1], [0.1, -0.6, 0.1], [0.9, 0.4, 3.5], [-1.2, 0.0, -1.2], [0.1, 0.4, -0.4], [0.5, 0.2, 0.1], [0.2, -0.3, -1.1], [0.0, 0.3, -0.3], [0.2, 0.2, -0.6], [-0.6, 0.0, -0.1], [-0.3, 0.0, -0.5], [0.3, -0.3, -0.6], [-0.2, 0.3, 0.7], [0.2, 0.5, 0.1], [-0.3, -0.3, 0.6], [-0.3, -0.4, -0.3], [0.0, -0.1, -0.1], [0.1, -0.3, -0.1], [-1.2, 0.3, 0.5], [1.1, -1.6, -0.1], [-0.2, -0.3, 1.0], [0.2, -0.1, -0.4], [0.5, 1.0, -0.1], [-0.3, -0.6, 0.2], [-0.3, 0.2, -0.1], [-0.1, 0.6, 0.0], [0.2, -0.4, -0.2], [0.1, 0.2, 0.3], [0.0, -0.1, -0.4], [-0.3, 0.4, 0.1], [0.8, 0.1, -0.2], [-0.3, 0.1, 0.1], [-0.4, 0.2, 0.0], [0.1, 0.1, 0.0], [0.3, -0.4, -0.7]], "total_charge": -2, "homo_ev": -0.80, "gap_ha": 0.064}



Record 2
{"formula": "C53H44BrIIrNP3", "method": "the ωB97M-V functional and the def2-TZVPD basis", "species": ["Ir", "I", "C", "C", "C", "C", "C", "C", "C", "C", "C", "P", "C", "C", "C", "C", "C", "C", "C", "C", "C", "C", "C", "C", "C", "H", "H", "H", "H", "H", "H", "H", "H", "H", "H", "H", "H", "H", "H", "H", "H", "C", "C", "C", "C", "C", "Br", "N", "C", "H", "H", "H", "H", "H", "H", "C", "P", "C", "C", "C", "C", "C", "C", "C", "C", "C", "C", "C", "C", "P", "C", "C", "C", "C", "C", "C", "C", "C", "C", "C", "C", "C", "H", "H", "H", "H", "H", "H", "H", "H", "H", "H", "H", "H", "H", "H", "H", "H", "H", "H", "H", "H", "H", "H"], "xyz": [[0.41965, -0.27641, 0.54525], [3.05515, -0.35054, 0.99280], [3.46111, 0.09325, 3.01263], [4.84496, 0.28157, 3.14512], [5.44420, 0.46223, 4.37383], [4.65320, 0.40734, 5.51548], [3.26673, 0.21810, 5.42057], [2.54716, 0.14763, 6.63045], [1.17241, -0.02152, 6.63249], [0.51538, -0.05386, 5.42080], [1.17322, 0.03147, 4.17892], [-0.05736, 0.22305, 2.81729], [-1.30906, -1.04278, 3.16898], [-2.53333, -0.98140, 4.12785], [-2.88932, -2.33734, 4.79702], [-1.76416, -3.27218, 5.04679], [-0.72838, -3.33573, 4.21272], [-0.64198, -2.44540, 3.02575], [-0.68899, 1.88464, 3.09790], [0.04266, 2.86870, 3.76037], [-0.47544, 4.14965, 3.88015], [-1.71812, 4.45166, 3.34093], [-2.44804, 3.47540, 2.67166], [-1.93575, 2.19580, 2.54171], [2.59444, 0.10726, 4.14553], [5.46718, 0.28338, 2.26020], [6.51059, 0.62336, 4.45092], [5.10735, 0.51823, 6.49108], [3.08680, 0.22742, 7.56487], [0.62762, -0.08948, 7.56411], [-0.56407, -0.12090, 5.42268], [-2.65303, -0.08302, 4.72936], [-3.48140, -2.18843, 5.69775], [-1.81694, -3.93365, 5.90096], [0.07132, -4.04352, 4.38058], [0.41168, -2.37249, 2.71841], [1.01251, 2.65075, 4.18888], [0.08590, 4.91012, 4.40454], [-2.12472, 5.44784, 3.44934], [-3.41994, 3.71150, 2.26139], [-2.51485, 1.44431, 2.01761], [1.40050, 5.02189, -0.01798], [0.43182, 3.94311, -0.37700], [-0.72844, 4.20217, -1.11598], [-1.58310, 3.17187, -1.43875], [-1.27304, 1.88527, -1.01782], [-2.45300, 0.48839, -1.41824], [-0.16965, 1.60446, -0.32373], [0.65582, 2.62921, -0.01253], [0.88331, 5.96457, 0.14978], [2.11228, 5.17748, -0.83034], [1.95950, 4.77128, 0.88210], [-0.95838, 5.21081, -1.43512], [-2.48567, 3.34463, -2.00588], [1.53707, 2.37093, 0.56156], [0.34521, -4.21662, 0.30164], [-0.47991, -2.55825, 0.30327], [-1.58729, -2.72038, 1.76322], [-2.48702, -3.90516, 1.88195], [-3.50589, -3.87576, 2.74319], [-3.83439, -2.67995, 3.57076], [-3.47414, -1.32077, 2.94278], [-2.27301, -1.35434, 1.98810], [-1.34616, -2.57505, -1.26811], [-2.58382, -3.20255, -1.43406], [-3.17650, -3.22245, -2.68713], [-2.52990, -2.64560, -3.77479], [-1.29158, -2.03706, -3.61374], [-0.70458, -1.99286, -2.36077], [1.71572, -4.50894, -0.86468], [1.97780, -6.22569, -1.07958], [3.27328, -6.68128, -1.41477], [3.49310, -8.02328, -1.63022], [2.43118, -8.92302, -1.55284], [1.13924, -8.48224, -1.26322], [0.90361, -7.14449, -1.04882], [3.23276, -3.67285, -0.39690], [3.92448, -2.95387, -1.37416], [5.19920, -2.47347, -1.10060], [5.77180, -2.70620, 0.14203], [5.07133, -3.39767, 1.12480], [3.80367, -3.88737, 0.85984], [-0.47336, -4.83636, -0.08396], [0.58627, -4.57273, 1.30854], [-2.29626, -4.80537, 1.31077], [-4.13147, -4.75248, 2.84985], [-4.87323, -2.72046, 3.89150], [-4.29977, -0.68361, 2.64091], [-2.36850, -0.71397, 1.11110], [-3.10145, -3.64668, -0.59541], [-4.14141, -3.69142, -2.81776], [-2.99545, -2.67072, -4.75029], [-0.79248, -1.58952, -4.46144], [0.25871, -1.50181, -2.23726], [4.09295, -5.97922, -1.49087], [4.48506, -8.38060, -1.86732], [2.60704, -9.97488, -1.73496], [0.32652, -9.19321, -1.22254], [-0.10736, -6.80766, -0.86450], [3.49551, -2.81386, -2.35858], [5.75425, -1.95371, -1.86882], [6.78253, -2.37467, 0.33564], [5.53801, -3.60415, 2.07835], [3.29331, -4.48634, 1.60426]], "forces_ev_per_a": [[0.0, -0.2, 0.3], [0.0, 0.0, 0.0], [0.0, 0.1, 0.1], [0.1, 0.0, 0.0], [0.1, 0.0, -0.2], [-0.3, 0.0, 0.1], [0.0, 0.0, 0.0], [0.2, 0.0, -0.1], [-0.2, 0.0, -0.1], [-0.1, 0.0, 0.2], [0.1, 0.1, -0.1], [-0.1, -0.1, 0.0], [0.0, 0.2, 0.0], [0.0, 0.1, 0.0], [0.0, 0.0, 0.2], [0.2, -0.1, -0.1], [-0.2, 0.0, 0.2], [0.1, 0.0, -0.1], [-0.1, -0.1, -0.1], [0.0, 0.0, 0.0], [0.0, 0.0, 0.0], [0.0, 0.0, 0.0], [0.0, 0.0, 0.0], [0.0, 0.0, 0.0], [0.1, 0.0, 0.1], [0.0, 0.0, 0.0], [0.0, 0.0, 0.0], [0.0, 0.0, 0.1], [0.0, 0.0, 0.0], [0.0, 0.0, 0.0], [0.0, 0.0, 0.0], [0.0, 0.0, 0.0], [0.0, 0.0, 0.0], [0.0, 0.0, 0.0], [0.1, -0.1, 0.0], [0.0, 0.0, 0.0], [0.0, 0.0, 0.0], [0.0, 0.0, 0.0], [0.0, 0.0, 0.0], [0.0, 0.0, 0.0], [0.0, 0.0, 0.0], [0.1, 0.1, 0.0], [-0.1, -0.2, 0.0], [0.2, 0.0, 0.1], [0.0, -0.2, 0.0], [-0.1, 0.1, -0.1], [-0.1, 0.2, 0.2], [0.1, 0.0, -0.1], [0.0, 0.2, 0.0], [0.0, 0.0, 0.0], [0.0, 0.0, 0.0], [0.0, 0.0, 0.0], [0.0, 0.0, 0.0], [0.0, 0.0, 0.0], [0.0, 0.0, 0.0], [0.0, 0.0, -0.1], [-0.3, 0.3, -0.2], [0.1, -0.2, -0.1], [-0.2, -0.1, 0.1], [0.1, -0.1, -0.2], [-0.2, 0.0, 0.0], [0.0, 0.1, 0.0], [0.0, 0.1, -0.1], [0.0, -0.3, 0.1], [0.0, 0.2, 0.0], [0.0, 0.0, -0.1], [0.0, 0.0, 0.0], [0.0, -0.1, 0.0], [0.2, -0.2, -0.1], [0.0, 0.0, 0.0], [-0.1, 0.1, 0.0], [0.2, 0.0, 0.0], [0.1, 0.1, 0.0], [0.0, -0.1, 0.0], [-0.1, 0.1, 0.0], [-0.1, -0.1, 0.0], [0.0, -0.1, 0.0], [0.0, 0.0, 0.0], [0.0, 0.0, 0.0], [0.0, 0.0, 0.0], [0.1, 0.0, 0.0], [0.0, -0.1, 0.0], [0.1, -0.1, 0.2], [0.1, 0.1, 0.0], [0.0, 0.0, 0.0], [0.0, 0.0, 0.0], [0.0, 0.0, 0.0], [0.0, 0.0, 0.0], [0.0, 0.0, 0.0], [0.0, 0.0, 0.0], [0.0, 0.0, 0.0], [0.0, 0.0, 0.0], [0.0, 0.0, 0.0], [0.0, 0.0, 0.0], [0.0, 0.0, 0.0], [0.0, 0.0, 0.0], [0.0, 0.0, 0.0], [0.0, 0.0, 0.0], [0.0, 0.0, 0.0], [0.0, 0.0, 0.0], [0.0, 0.0, 0.0], [0.0, 0.0, 0.0], [0.0, 0.0, 0.0], [0.0, 0.0, 0.0]], "total_charge": 4, "homo_ev": [-17.36, -18.04], "s_squared": 8.80, "gap_ha": [0.240, 0.156], "spin_multiplicity": 6}



Record 3
{"formula": "C4H7NO", "method": "the ωB97M-V functional and the def2-TZVPD basis", "species": ["C", "O", "C", "C", "C", "N", "H", "H", "H", "H", "H", "H", "H"], "xyz": [[-1.13784, 1.53678, 0.37492], [-0.88932, 0.15077, 0.65898], [0.28617, -0.44902, 1.15067], [1.27159, -0.77358, -0.00876], [0.99000, 0.18394, -1.07229], [0.71434, 1.00185, -1.83975], [-1.81595, 1.92161, 1.14221], [-1.65378, 1.57449, -0.59245], [-0.28165, 2.21887, 0.27798], [-0.05467, -1.39355, 1.59427], [0.81444, 0.10026, 1.94582], [2.32368, -0.67605, 0.27677], [1.14286, -1.79034, -0.39700]], "forces_ev_per_a": [[-0.1, 0.1, 0.1], [-0.3, -0.1, 0.1], [0.0, 0.1, 0.0], [0.0, 0.0, -0.1], [0.0, 0.7, -0.9], [0.4, -0.8, 0.4], [0.1, 0.0, 0.0], [0.1, -0.1, 0.3], [0.1, -0.6, 0.3], [0.1, 0.2, -0.1], [-0.3, 0.3, -0.3], [-0.2, 0.0, 0.1], [-0.1, 0.2, 0.1]], "smiles": "COCCC#N", "homo_ev": -10.07, "gap_ha": 0.402}



Record order is preserved below.
ΔE to the lowest compared entry with this formula, charge and spin: 291.06; 64.52; 46.48 kcal/mol